(1)
{
  "formula": "C19H31F9N4O7S",
  "method": "ωB97M-V/def2-TZVPD",
  "de_lowest_kcal_mol": 17.60,
  "charge": 0,
  "orbital_gap_ev": 9.0,
  "e_lumo_ev": -0.034,
  "species": ["N", "C", "O", "C", "O", "C", "O", "O", "C", "C", "C", "C", "C", "C", "F", "F", "C", "F", "F", "S", "F", "F", "F", "F", "F", "H", "H", "H", "H", "H", "H", "H", "H", "H", "H", "C", "N", "C", "C", "O", "H", "H", "H", "H", "H", "H", "H", "C", "N", "C", "C", "O", "H", "H", "H", "H", "H", "H", "H", "C", "N", "C", "C", "O", "H", "H", "H", "H", "H", "H", "H"],
  "positions_angstrom": [[2.354, 1.461, 5.985], [1.729, 1.895, 5.153], [0.913, 1.961, 4.121], [-0.364, 2.503, 4.514], [-0.859, 3.289, 3.463], [-2.227, 3.059, 3.286], [-2.950, 3.840, 2.867], [-2.496, 1.794, 3.733], [-1.543, 1.484, 4.743], [-1.169, -0.016, 4.930], [-1.776, -0.952, 3.847], [-1.220, -0.634, 2.397], [0.057, -1.496, 2.212], [0.678, -1.395, 0.764], [1.509, -2.459, 0.660], [-0.383, -1.490, -0.094], [1.406, -0.021, 0.655], [2.090, 0.282, 1.765], [0.498, 0.963, 0.538], [2.609, 0.171, -0.791], [1.681, 1.312, -1.485], [1.887, -0.958, -1.667], [3.659, -0.846, -0.143], [3.345, 1.384, 0.005], [3.647, 0.379, -2.002], [-0.160, 3.108, 5.423], [-1.942, 1.861, 5.714], [-0.067, -0.144, 4.995], [-1.548, -0.306, 5.933], [-1.439, -1.985, 4.089], [-2.883, -0.955, 3.870], [-2.008, -0.874, 1.661], [-0.954, 0.439, 2.418], [0.817, -1.363, 3.005], [-0.270, -2.555, 2.291], [-3.473, -4.477, -2.019], [-3.171, -4.391, -0.604], [-4.171, -4.820, 0.358], [-1.989, -3.923, -0.151], [-1.668, -3.822, 1.016], [-4.350, -3.866, -2.240], [-3.681, -5.517, -2.282], [-2.633, -4.122, -2.615], [-4.427, -3.985, 1.012], [-3.762, -5.626, 0.970], [-5.064, -5.169, -0.156], [-1.304, -3.626, -0.962], [3.957, -0.518, -4.916], [4.683, -1.266, -5.924], [6.044, -0.877, -6.247], [4.134, -2.316, -6.575], [4.691, -2.980, -7.427], [3.882, 0.526, -5.229], [4.495, -0.575, -3.970], [2.955, -0.922, -4.781], [6.107, -0.620, -7.306], [6.717, -1.715, -6.054], [6.344, -0.022, -5.645], [3.099, -2.528, -6.256], [-0.502, 4.107, -1.525], [-1.786, 4.532, -1.003], [-1.880, 4.948, 0.388], [-2.899, 4.553, -1.769], [-4.002, 4.897, -1.392], [-0.144, 3.247, -0.953], [0.216, 4.926, -1.431], [-0.585, 3.826, -2.574], [-2.595, 4.312, 0.906], [-2.237, 5.979, 0.430], [-0.907, 4.877, 0.872], [-2.716, 4.218, -2.805]]
}

---

(2)
{
  "formula": "C4H10NOS",
  "method": "ωB97M-V/def2-TZVPD",
  "de_lowest_kcal_mol": 32.82,
  "charge": 1,
  "orbital_gap_ev": 9.2,
  "e_lumo_ev": -3.702,
  "species": ["N", "C", "C", "O", "C", "C", "S", "H", "H", "H", "H", "H", "H", "H", "H", "H", "H"],
  "positions_angstrom": [[1.040, -0.714, -1.692], [0.584, -0.297, -0.318], [1.452, 0.880, 0.090], [2.191, 1.396, -0.702], [-0.925, -0.007, -0.261], [-1.422, 0.471, 1.077], [-0.730, -0.642, 2.390], [0.555, -0.149, -2.404], [1.997, -0.373, -1.833], [0.853, -1.688, -1.919], [0.870, -1.150, 0.313], [1.329, 1.170, 1.140], [-1.398, -0.936, -0.600], [-1.158, 0.709, -1.056], [-1.018, 1.418, 1.380], [-2.500, 0.530, 1.114], [-1.721, -0.618, 3.282]]
}

---

(3)
{
  "formula": "C30H32Cl6N4O8",
  "method": "ωB97M-V/def2-TZVPD",
  "de_lowest_kcal_mol": 0.00,
  "charge": 0,
  "orbital_gap_ev": 8.9,
  "e_lumo_ev": -0.987,
  "species": ["O", "N", "O", "C", "C", "C", "C", "C", "C", "H", "H", "H", "H", "H", "O", "N", "O", "C", "C", "C", "C", "C", "C", "H", "H", "H", "H", "H", "O", "N", "O", "C", "C", "C", "C", "C", "C", "H", "H", "H", "H", "H", "O", "N", "O", "C", "C", "C", "C", "C", "C", "H", "H", "H", "H", "H", "Cl", "C", "C", "Cl", "H", "H", "H", "H", "Cl", "C", "C", "Cl", "H", "H", "H", "H", "Cl", "C", "C", "Cl", "H", "H", "H", "H"],
  "positions_angstrom": [[-3.139, -8.448, -4.928], [-2.483, -7.462, -4.768], [-1.844, -6.941, -5.637], [-2.392, -6.934, -3.418], [-1.566, -5.837, -3.176], [-1.636, -5.226, -1.951], [-2.540, -5.655, -0.963], [-3.370, -6.725, -1.230], [-3.237, -7.388, -2.444], [-0.890, -5.463, -3.932], [-0.967, -4.402, -1.735], [-2.586, -5.060, -0.059], [-4.128, -7.025, -0.521], [-3.934, -8.177, -2.705], [4.402, 6.663, 2.333], [3.303, 6.187, 2.321], [2.713, 5.876, 1.337], [2.697, 5.975, 3.630], [1.771, 4.979, 3.818], [1.184, 4.800, 5.065], [1.548, 5.644, 6.098], [2.507, 6.642, 5.918], [3.052, 6.817, 4.659], [1.531, 4.219, 3.085], [0.430, 4.034, 5.162], [1.331, 5.396, 7.134], [2.789, 7.300, 6.725], [3.836, 7.551, 4.523], [1.368, 2.674, 0.484], [0.853, 1.964, 1.316], [0.958, 2.146, 2.523], [0.100, 0.798, 0.875], [-0.018, 0.608, -0.490], [-0.819, -0.420, -0.954], [-1.484, -1.235, -0.054], [-1.397, -1.033, 1.310], [-0.576, -0.005, 1.770], [0.611, 1.188, -1.148], [-0.837, -0.509, -2.034], [-2.108, -2.029, -0.454], [-1.937, -1.597, 2.045], [-0.581, 0.281, 2.814], [-1.909, 4.688, -1.294], [-1.778, 3.843, -2.141], [-2.562, 2.963, -2.350], [-0.533, 3.884, -2.935], [0.404, 4.867, -2.707], [1.597, 4.817, -3.418], [1.854, 3.796, -4.337], [0.872, 2.839, -4.558], [-0.292, 2.833, -3.810], [0.359, 5.623, -1.937], [2.362, 5.555, -3.216], [2.851, 3.748, -4.744], [1.091, 1.988, -5.194], [-1.064, 2.095, -3.970], [-6.528, -4.134, 3.884], [-5.114, -4.618, 2.924], [-4.010, -3.548, 2.994], [-4.495, -2.139, 2.006], [-5.417, -4.805, 1.901], [-4.679, -5.495, 3.405], [-3.106, -3.983, 2.577], [-3.955, -3.249, 4.035], [3.620, -1.424, -2.783], [2.556, -0.004, -2.636], [3.381, 1.212, -2.269], [4.393, 1.799, -3.610], [1.876, -0.273, -1.832], [2.018, 0.140, -3.569], [3.908, 1.016, -1.337], [2.749, 2.081, -2.066], [3.698, -1.041, 1.123], [2.395, -2.208, 0.721], [1.898, -2.891, 1.976], [0.454, -3.842, 1.556], [2.747, -2.878, -0.058], [1.593, -1.629, 0.262], [1.645, -2.164, 2.738], [2.606, -3.637, 2.321]]
}

---

(4)
{
  "formula": "C24H60BrN3O3",
  "method": "ωB97M-V/def2-TZVPD",
  "de_lowest_kcal_mol": 107.68,
  "charge": 2,
  "orbital_gap_ev": 6.1,
  "e_lumo_ev": -3.696,
  "species": ["C", "C", "N", "C", "C", "C", "C", "C", "O", "C", "H", "H", "H", "H", "H", "H", "H", "H", "H", "H", "H", "H", "H", "H", "H", "H", "H", "H", "H", "H", "C", "C", "N", "C", "C", "C", "C", "C", "O", "C", "H", "H", "H", "H", "H", "H", "H", "H", "H", "H", "H", "H", "H", "H", "H", "H", "H", "H", "H", "H", "C", "C", "N", "C", "C", "C", "C", "C", "O", "C", "H", "H", "H", "H", "H", "H", "H", "H", "H", "H", "H", "H", "H", "H", "H", "H", "H", "H", "H", "H", "Br"],
  "positions_angstrom": [[2.079, 1.917, -2.796], [2.806, 1.206, -1.607], [4.145, 1.870, -1.146], [5.114, 2.178, -2.337], [3.765, 3.256, -0.496], [4.971, 3.905, 0.244], [4.850, 0.926, -0.158], [3.992, 0.452, 1.078], [3.550, 1.529, 1.862], [2.938, 1.019, 3.055], [1.127, 1.443, -3.039], [2.620, 1.882, -3.741], [1.892, 2.950, -2.506], [3.219, 0.249, -1.925], [2.212, 1.153, -0.695], [4.741, 2.982, -2.971], [5.110, 1.210, -2.839], [6.114, 2.366, -1.947], [2.903, 3.153, 0.165], [3.357, 3.938, -1.242], [4.854, 4.937, 0.573], [5.794, 4.017, -0.462], [5.192, 3.256, 1.092], [5.877, 1.271, -0.038], [5.207, 0.060, -0.715], [4.626, -0.212, 1.666], [3.192, -0.228, 0.785], [1.884, 0.829, 2.854], [2.860, 1.853, 3.752], [3.297, 0.145, 3.599], [3.134, -5.694, 2.396], [1.492, -5.874, 2.371], [0.965, -6.943, 1.391], [1.483, -8.380, 1.845], [-0.654, -6.891, 1.415], [-1.322, -7.245, 2.759], [1.496, -6.571, -0.014], [0.980, -7.333, -1.211], [-0.358, -7.219, -1.591], [-0.849, -6.066, -2.207], [3.519, -5.331, 1.443], [3.656, -6.623, 2.624], [3.502, -5.021, 3.170], [0.961, -4.972, 2.066], [1.092, -6.101, 3.359], [0.914, -8.574, 2.754], [2.542, -8.268, 2.074], [1.356, -9.114, 1.049], [-0.922, -7.678, 0.710], [-0.862, -5.907, 0.995], [-2.316, -6.830, 2.591], [-0.959, -6.655, 3.601], [-1.485, -8.313, 2.904], [2.585, -6.553, 0.028], [1.118, -5.563, -0.186], [1.292, -8.376, -1.253], [1.541, -6.933, -2.056], [-1.934, -6.164, -2.207], [-0.584, -5.882, -3.248], [-0.627, -5.176, -1.618], [-5.473, 7.166, -0.240], [-4.315, 6.345, -0.921], [-3.987, 5.046, -0.177], [-2.784, 4.453, -0.865], [-3.554, 5.413, 1.266], [-2.956, 4.301, 2.260], [-5.193, 4.070, -0.167], [-5.851, 3.830, -1.509], [-4.924, 3.741, -2.602], [-5.559, 4.022, -3.819], [-5.723, 8.096, -0.749], [-5.124, 7.569, 0.711], [-6.345, 6.559, 0.002], [-3.415, 6.942, -1.069], [-4.599, 6.032, -1.926], [-1.949, 5.147, -0.761], [-2.926, 4.448, -1.946], [-2.455, 3.485, -0.487], [-4.368, 5.855, 1.840], [-2.801, 6.182, 1.093], [-3.606, 3.511, 2.636], [-2.660, 4.587, 3.269], [-2.030, 3.879, 1.870], [-5.868, 4.489, 0.579], [-4.702, 3.192, 0.253], [-6.588, 4.623, -1.641], [-6.395, 2.889, -1.435], [-5.909, 5.054, -3.857], [-6.387, 3.331, -3.980], [-4.839, 3.850, -4.619], [-1.759, -1.369, 0.973]]
}

---

(5)
{
  "formula": "C4H15N2O",
  "method": "ωB97M-V/def2-TZVPD",
  "de_lowest_kcal_mol": 32.79,
  "charge": 1,
  "orbital_gap_ev": 8.7,
  "e_lumo_ev": -3.458,
  "species": ["C", "C", "C", "C", "N", "N", "H", "H", "H", "H", "H", "H", "H", "H", "H", "H", "H", "H", "H", "H", "H", "O"],
  "positions_angstrom": [[0.953, -0.387, 1.516], [-0.585, -0.367, 1.558], [-1.194, 0.105, 0.219], [-1.216, 1.658, 0.108], [-0.873, 2.146, -1.199], [1.476, -0.930, 0.198], [1.382, 0.609, 1.602], [1.345, -1.047, 2.283], [-0.886, 0.299, 2.360], [-0.924, -1.349, 1.895], [-0.826, -0.338, -0.706], [-2.215, -0.285, 0.301], [-0.547, 2.040, 0.880], [-2.190, 2.081, 0.356], [0.086, 2.108, -1.493], [-1.509, 1.974, -1.958], [1.149, -0.233, -0.470], [1.089, -1.816, -0.107], [2.480, -1.107, 0.182], [1.543, -1.447, -3.042], [0.510, -2.280, -2.197], [0.953, -1.435, -2.286]]
}

---

(6)
{
  "formula": "C45H51BrFN3O5S3SbSr",
  "method": "ωB97M-V/def2-TZVPD",
  "de_lowest_kcal_mol": 0.23,
  "s2": 0.760,
  "charge": -2,
  "orbital_gap_ev": [4.9, 5.6],
  "e_lumo_ev": [3.540, 3.539],
  "spin_multiplicity": 2,
  "species": ["Sr", "C", "C", "C", "C", "C", "C", "C", "C", "C", "C", "C", "C", "C", "C", "C", "C", "C", "H", "H", "H", "H", "H", "H", "H", "H", "H", "H", "H", "H", "H", "H", "H", "H", "H", "H", "H", "H", "H", "H", "H", "H", "H", "H", "H", "H", "H", "C", "O", "C", "C", "C", "Br", "C", "C", "C", "O", "C", "N", "C", "C", "C", "C", "C", "C", "N", "H", "H", "H", "H", "H", "H", "H", "H", "H", "H", "H", "S", "Sb", "S", "S", "C", "C", "C", "C", "C", "C", "C", "F", "C", "C", "C", "O", "C", "C", "N", "C", "C", "O", "O", "H", "H", "H", "H", "H", "H", "H", "H", "H", "H", "H"],
  "positions_angstrom": [[0.253, -0.442, 0.495], [3.220, -0.178, 0.126], [3.056, -1.110, -0.931], [2.812, -2.387, -0.320], [2.816, -2.170, 1.084], [3.099, -0.821, 1.367], [3.502, -0.276, 2.727], [2.468, -0.616, 3.803], [3.696, 1.240, 2.682], [4.845, -0.917, 3.119], [2.733, -3.812, -0.895], [2.719, -4.848, 0.240], [3.974, -4.150, -1.737], [1.473, -4.095, -1.732], [3.341, -0.674, -2.377], [3.133, 0.842, -2.540], [2.439, -1.331, -3.429], [4.816, -0.948, -2.728], [3.396, 0.879, -0.002], [2.724, -2.938, 1.839], [1.512, -0.131, 3.602], [2.818, -0.293, 4.790], [2.288, -1.694, 3.848], [2.777, 1.737, 2.373], [4.492, 1.511, 1.983], [3.975, 1.610, 3.674], [4.744, -2.001, 3.206], [5.200, -0.523, 4.079], [5.600, -0.711, 2.355], [3.626, -4.789, 0.845], [2.654, -5.853, -0.190], [1.860, -4.707, 0.895], [4.883, -3.913, -1.179], [4.003, -3.604, -2.676], [3.982, -5.219, -1.978], [0.599, -4.124, -1.085], [1.561, -5.070, -2.228], [1.294, -3.337, -2.489], [2.133, 1.153, -2.238], [3.292, 1.114, -3.589], [3.852, 1.409, -1.947], [1.388, -1.144, -3.198], [2.585, -2.406, -3.508], [2.647, -0.899, -4.414], [5.459, -0.413, -2.026], [5.040, -0.594, -3.741], [5.069, -2.005, -2.670], [-0.558, -3.845, 1.900], [-0.707, -3.069, 0.712], [-1.780, -3.318, -0.065], [-2.799, -4.190, 0.251], [-3.878, -4.310, -0.625], [-5.273, -5.532, -0.192], [-3.967, -3.575, -1.774], [-2.927, -2.691, -2.102], [-1.817, -2.585, -1.272], [-0.773, -1.785, -1.530], [-3.020, -1.801, -3.251], [-2.034, -1.047, -3.672], [-2.540, -0.302, -4.720], [-1.932, 0.679, -5.496], [-2.693, 1.278, -6.482], [-4.032, 0.918, -6.694], [-4.652, -0.049, -5.922], [-3.881, -0.647, -4.934], [-4.160, -1.613, -3.986], [-0.495, -4.906, 1.639], [-1.374, -3.640, 2.593], [0.369, -3.508, 2.354], [-2.786, -4.746, 1.174], [-4.829, -3.688, -2.416], [-0.962, -1.293, -2.377], [-0.907, 0.969, -5.304], [-2.253, 2.053, -7.096], [-4.598, 1.417, -7.471], [-5.690, -0.314, -6.076], [-5.057, -2.013, -3.785], [-3.913, 1.895, 3.587], [-3.132, -0.079, 2.659], [-2.730, 0.111, 0.357], [-1.191, -0.973, 3.590], [-4.206, 4.925, 0.651], [-3.226, 5.503, 1.667], [-3.915, 5.622, 3.019], [-2.933, 6.043, 4.099], [-1.855, 5.000, 4.184], [-1.282, 4.638, 5.380], [-0.339, 3.618, 5.421], [0.192, 3.298, 6.630], [0.044, 2.939, 4.304], [-0.512, 3.311, 3.074], [-0.123, 2.565, 1.869], [0.509, 1.506, 1.992], [-0.519, 3.165, 0.624], [-1.469, 4.133, 0.662], [-2.023, 4.652, 1.782], [-1.466, 4.328, 3.011], [-0.046, 2.731, -0.762], [-0.146, 3.571, -1.667], [0.404, 1.553, -0.858], [-5.138, 5.491, 0.700], [-4.412, 3.882, 0.900], [-3.840, 4.975, -0.373], [-2.901, 6.504, 1.350], [-4.337, 4.646, 3.276], [-4.732, 6.340, 2.920], [-3.431, 6.129, 5.066], [-2.508, 7.025, 3.860], [-1.582, 5.124, 6.301], [0.737, 2.109, 4.341], [-1.824, 4.516, -0.283]]
}

---

(7)
{
  "formula": "CH3O2S",
  "method": "ωB97M-V/def2-TZVPD",
  "de_lowest_kcal_mol": 98.23,
  "charge": -1,
  "orbital_gap_ev": 6.0,
  "e_lumo_ev": 3.524,
  "species": ["C", "O", "O", "S", "H", "H", "H"],
  "positions_angstrom": [[0.597, -0.361, 0.569], [-2.500, -0.006, -1.171], [-0.782, -1.232, 2.631], [-0.755, -0.232, 1.525], [0.758, 0.604, 0.048], [1.134, -1.213, 0.518], [-3.086, 0.486, -0.579]]
}